Formula: C84H210N14O28
Source: the Open Molecules 2025 dataset
Level of theory: ωB97M-V with the def2-TZVPD basis set

```
336
Properties=species:S:1:pos:R:3
C -4.2659 2.4263 5.4725
O -4.9504 1.2011 5.6030
C -4.0084 0.0546 5.7611
C -4.5335 -1.1488 6.5676
N -5.3856 -2.0588 5.8499
C -6.8560 -2.0444 6.2324
C -7.2067 -2.7977 7.4891
O -8.5502 -2.5768 7.7539
C -9.1039 -3.2257 8.8852
H -5.0988 3.1086 5.3027
H -3.6769 2.5096 4.5591
H -3.7349 2.7877 6.3531
H -3.1242 0.4326 6.2744
H -3.3738 -0.1621 4.9018
H -5.1714 -0.6209 7.2765
H -3.6867 -1.6669 7.0178
H -5.4116 -1.6818 4.9132
H -7.3204 -2.6272 5.4369
H -7.3554 -1.0761 6.2646
H -6.6213 -2.4666 8.3469
H -7.0624 -3.8773 7.5310
H -10.0206 -2.6460 8.9934
H -8.4558 -3.1564 9.7589
H -9.1859 -4.2741 8.5985
C 5.8114 2.2591 3.3923
O 4.8817 2.2489 2.3120
C 3.5269 1.7719 2.6175
C 2.6141 2.3420 1.5496
N 2.6428 3.8539 1.5644
C 2.0979 4.4767 0.3332
C 1.7212 5.9485 0.3156
O 1.3861 6.4956 -0.9725
C 0.8560 7.8283 -0.8748
H 6.8444 2.3094 3.0482
H 5.6014 1.3952 4.0230
H 5.5836 3.1074 4.0378
H 3.2489 2.0495 3.6342
H 3.6577 0.6930 2.5344
H 1.6348 1.9423 1.8126
H 2.9223 1.9992 0.5618
H 3.5957 4.1572 1.7063
H 1.2266 3.8752 0.0741
H 2.8857 4.3326 -0.4062
H 2.5524 6.6514 0.3724
H 0.9457 6.2018 1.0384
H 1.6019 8.6125 -0.7459
H 0.2533 7.9141 0.0294
H 0.1939 8.1837 -1.6643
C -4.0862 -3.7021 -2.0837
O -4.8003 -2.6807 -2.7076
C -6.2125 -2.6560 -2.4674
C -6.9919 -1.6309 -3.2097
N -7.2519 -2.1228 -4.6206
C -6.1335 -1.9594 -5.5468
C -6.5734 -2.3125 -7.0121
O -7.6324 -1.4940 -7.4903
C -8.1040 -2.1416 -8.7137
H -4.0427 -3.5132 -1.0110
H -3.0775 -3.9943 -2.3758
H -4.5312 -4.6950 -2.1488
H -6.2885 -2.4456 -1.4006
H -6.6954 -3.6177 -2.6406
H -6.5123 -0.6523 -3.2260
H -7.9217 -1.5937 -2.6421
H -8.0116 -1.6327 -5.0710
H -5.3604 -2.6900 -5.3089
H -5.8450 -0.9085 -5.5663
H -6.9349 -3.3403 -6.9795
H -5.7596 -2.2333 -7.7329
H -9.0388 -1.6255 -8.9328
H -8.5071 -3.1227 -8.4625
H -7.4402 -2.1948 -9.5765
C 0.5859 -6.3852 -1.4483
O 1.1666 -5.6920 -0.2974
C 1.2261 -6.4959 0.9191
C -0.0918 -6.9494 1.6522
N -0.9985 -5.9431 2.0841
C -1.3095 -5.0442 0.9949
C -2.5096 -4.0755 1.4339
O -3.6334 -5.0038 1.5539
C -4.7076 -4.4829 2.2817
H -0.4835 -6.5678 -1.3421
H 1.0147 -7.3789 -1.5779
H 0.8621 -5.8375 -2.3493
H 1.7311 -5.9356 1.7060
H 1.9071 -7.3170 0.6954
H 0.1485 -7.5523 2.5279
H -0.6158 -7.5149 0.8816
H -1.8598 -6.3002 2.4722
H -1.5513 -5.6034 0.0911
H -0.5508 -4.2735 0.8583
H -2.7031 -3.1611 0.8730
H -2.2205 -3.5634 2.3516
H -4.4793 -4.3063 3.3328
H -5.5200 -5.1766 2.0650
H -5.0233 -3.5512 1.8123
C 5.0540 -0.5236 -6.4008
O 3.7739 -0.9826 -5.9484
C 2.6832 -0.6969 -6.8519
C 2.9001 -1.1026 -8.3620
N 1.8818 -0.6848 -9.3500
C 0.5699 -1.1318 -8.7999
C 0.5675 -2.6511 -8.4832
O 0.7813 -3.6954 -9.4567
C 0.1277 -3.5606 -10.7014
H 4.8039 0.4857 -6.7274
H 5.5104 -1.1247 -7.1873
H 5.8209 -0.5515 -5.6268
H 2.5006 0.3777 -6.8541
H 1.8447 -1.2344 -6.4091
H 3.0765 -2.1685 -8.5065
H 3.8762 -0.7191 -8.6590
H 1.8616 0.3081 -9.5340
H -0.2706 -0.9557 -9.4712
H 0.5143 -0.6107 -7.8442
H -0.4700 -2.8936 -8.2533
H 1.1425 -2.9650 -7.6120
H 0.3868 -4.3717 -11.3820
H 0.4597 -2.7022 -11.2853
H -0.9584 -3.6245 -10.6349
C 1.3205 -4.3160 3.7912
O 1.7342 -3.0784 4.3838
C 3.2284 -2.9480 4.5952
C 3.5867 -1.5128 5.0544
N 3.2572 -1.2747 6.4611
C 3.3359 0.1508 6.8275
C 4.7417 0.6235 7.1759
O 4.7656 1.6422 8.0306
C 6.0883 1.8658 8.5449
H 0.2316 -4.3333 3.7441
H 1.7262 -5.2136 4.2577
H 1.6780 -4.1695 2.7719
H 3.7841 -3.0930 3.6688
H 3.5234 -3.6820 5.3451
H 3.0100 -0.7822 4.4872
H 4.6570 -1.3268 4.9658
H 2.3878 -1.6663 6.7939
H 2.5669 0.3012 7.5852
H 2.8516 0.7225 6.0358
H 5.1784 0.9852 6.2450
H 5.1728 -0.2786 7.6100
H 6.4725 0.9102 8.9017
H 5.9957 2.5019 9.4252
H 6.8244 2.3361 7.8930
C 3.3447 5.9844 -3.3600
O 3.7673 5.1522 -4.4103
C 3.9486 3.8243 -3.8687
C 4.3090 2.9400 -4.8964
N 5.6422 3.1873 -5.3926
C 6.6049 2.3053 -4.7689
C 7.9316 2.2954 -5.5216
O 8.4687 3.5906 -5.1904
C 9.5997 3.8668 -6.0480
H 4.0731 6.4436 -2.6916
H 2.3536 5.7331 -2.9822
H 3.1061 6.8851 -3.9257
H 3.0537 3.4097 -3.4045
H 4.5434 3.7203 -2.9612
H 3.6476 3.0628 -5.7541
H 4.0169 1.9411 -4.5723
H 5.8262 4.1331 -5.0897
H 6.3318 1.2518 -4.7086
H 6.7583 2.6069 -3.7327
H 7.7258 2.2606 -6.5914
H 8.6154 1.4767 -5.2977
H 9.4325 3.9027 -7.1245
H 10.4344 3.1659 -6.0410
H 9.8512 4.8291 -5.6019
C 6.2671 -6.7434 -4.3901
O 5.6739 -5.6268 -5.0684
C 4.7645 -4.7659 -4.2908
C 5.4895 -3.9289 -3.2419
N 4.8228 -2.6162 -2.9861
C 5.6095 -1.8970 -2.0901
C 5.0356 -0.4817 -1.7541
O 6.0456 0.4905 -1.7697
C 5.9581 1.4717 -0.7225
H 7.1958 -7.1603 -4.7798
H 5.5583 -7.5582 -4.2429
H 6.6326 -6.4520 -3.4054
H 4.0899 -5.4991 -3.8487
H 4.0973 -4.0908 -4.8267
H 6.4986 -3.9228 -3.6541
H 5.3391 -4.5173 -2.3367
H 4.6202 -2.0837 -3.8201
H 6.6717 -1.9870 -2.3174
H 5.4562 -2.4313 -1.1526
H 4.5488 -0.4739 -0.7789
H 4.3109 -0.1787 -2.5099
H 6.6357 2.3146 -0.8586
H 6.2364 0.9865 0.2131
H 4.9256 1.8061 -0.6221
C 2.1216 -2.4149 -1.7881
O 1.1810 -1.8744 -0.9535
C 1.7201 -1.7913 0.4016
C 0.5613 -1.3755 1.3578
N 0.2763 -0.0312 0.9733
C -0.5909 0.5374 1.9949
C -1.3504 1.8353 1.3950
O -2.0589 1.4052 0.2381
C -3.1737 0.5323 0.3541
H 1.6653 -2.5429 -2.7697
H 2.5701 -3.4029 -1.6837
H 2.9588 -1.7201 -1.7218
H 2.6947 -1.3194 0.5262
H 2.0159 -2.8046 0.6733
H 0.6391 -1.7291 2.3859
H -0.3256 -1.9833 1.1790
H -0.3026 0.1178 0.1592
H -0.0051 0.6588 2.9060
H -1.3144 -0.1895 2.3640
H -0.6502 2.6072 1.0754
H -2.1448 2.2918 1.9854
H -3.7606 1.0225 1.1308
H -2.8506 -0.5006 0.4838
H -3.7376 0.5595 -0.5783
C 4.4101 -8.9337 1.5304
O 5.4604 -7.9587 1.6749
C 5.0917 -6.6335 1.9167
C 6.3995 -5.9009 1.4862
N 7.5095 -6.0964 2.4172
C 8.6530 -5.2374 2.2983
C 8.3925 -3.7499 2.5905
O 8.5820 -3.0728 1.3336
C 7.7039 -1.9688 1.1317
H 4.1677 -8.8245 0.4733
H 3.5111 -8.8755 2.1440
H 4.8917 -9.9067 1.6276
H 4.8014 -6.4945 2.9581
H 4.2303 -6.3215 1.3261
H 6.2154 -4.8278 1.4342
H 6.6489 -6.0194 0.4318
H 7.8085 -6.9991 2.0768
H 8.9566 -5.3360 1.2561
H 9.5242 -5.6845 2.7772
H 9.1241 -3.4092 3.3233
H 7.3841 -3.6321 2.9870
H 7.7989 -1.4176 2.0672
H 6.6977 -2.3118 0.8907
H 7.9706 -1.2556 0.3518
C -1.6886 6.6292 2.5440
O -2.9931 6.4987 3.0766
C -3.7990 5.5661 2.4858
C -5.1803 5.5493 3.0194
N -6.0164 6.7814 2.7546
C -7.0041 7.1179 3.8023
C -7.8641 8.2907 3.2928
O -8.6360 7.7746 2.1420
C -9.7793 8.4595 1.7533
H -1.0427 5.7529 2.5982
H -1.0977 7.3829 3.0645
H -1.7104 7.1087 1.5654
H -3.2330 4.7274 2.8911
H -3.6125 5.3870 1.4269
H -5.1324 5.3050 4.0805
H -5.7524 4.6963 2.6546
H -6.5617 6.6608 1.9131
H -6.5066 7.5243 4.6829
H -7.4777 6.2056 4.1650
H -7.3594 9.2555 3.2423
H -8.6673 8.4132 4.0193
H -9.4489 9.1809 1.0059
H -10.3262 8.8347 2.6183
H -10.3179 7.6903 1.1998
C -1.0327 3.4224 5.3497
O -0.7325 2.4733 6.3522
C -0.9768 3.0214 7.6650
C -0.5012 2.1388 8.8306
N -1.2151 0.8873 8.7135
C -0.5050 -0.2509 9.4079
C -1.2571 -1.4639 8.9726
O -1.2462 -1.7449 7.5923
C 0.0564 -1.8054 6.9098
H -2.0694 3.7212 5.1947
H -0.8341 2.8941 4.4172
H -0.3944 4.2956 5.4847
H -1.9974 3.3712 7.8202
H -0.2979 3.8742 7.6662
H -0.6474 2.7035 9.7513
H 0.5214 1.7785 8.7189
H -1.1069 0.6948 7.7279
H -0.5063 -0.2307 10.4977
H 0.5028 -0.3085 8.9968
H -2.2789 -1.5591 9.3398
H -0.8863 -2.4162 9.3516
H 0.5999 -0.8662 6.8069
H -0.1736 -2.1140 5.8900
H 0.6509 -2.6221 7.3194
C -6.0271 3.2373 0.6624
O -5.1462 3.1714 -0.4238
C -5.9328 3.1454 -1.5809
C -4.9338 3.0793 -2.7288
N -4.4953 4.4897 -3.1950
C -3.9790 4.4980 -4.6040
C -3.9487 5.9200 -5.2175
O -5.3120 6.2579 -5.6324
C -5.4092 7.5673 -6.2358
H -6.8125 2.4867 0.5739
H -6.4419 4.2396 0.7689
H -5.4433 2.9146 1.5245
H -6.5177 4.0640 -1.6295
H -6.4928 2.2103 -1.5871
H -5.3936 2.5667 -3.5737
H -4.0646 2.5308 -2.3660
H -5.1015 5.2897 -3.0825
H -4.6211 3.8774 -5.2290
H -3.0148 3.9906 -4.6339
H -3.2921 5.8157 -6.0812
H -3.3773 6.5407 -4.5274
H -5.0659 7.7502 -7.2540
H -4.7490 8.2288 -5.6749
H -6.3988 7.9750 -6.0296
C -1.2979 3.7547 -2.0624
O -0.4712 2.8192 -2.8455
C -0.4114 1.5069 -2.2773
C 0.1901 0.4528 -3.1577
N -0.1918 0.2431 -4.5870
C -1.5766 -0.0267 -4.8898
C -2.0913 -1.4076 -4.6469
O -2.1672 -2.2337 -5.7535
C -2.4908 -3.5842 -5.5746
H -0.6857 4.3772 -1.4099
H -2.0487 3.3550 -1.3808
H -1.8971 4.4790 -2.6140
H -1.4534 1.1960 -2.2016
H -0.0537 1.5955 -1.2515
H -0.2078 -0.4044 -2.6147
H 1.2799 0.4291 -3.1593
H 0.1372 1.0730 -5.0594
H -1.7106 -0.0791 -5.9702
H -2.2270 0.7093 -4.4171
H -3.1034 -1.1494 -4.3351
H -1.4514 -1.8392 -3.8772
H -3.5454 -3.7399 -5.3468
H -1.8166 -4.0616 -4.8635
H -2.4589 -4.2174 -6.4612
```

## Properties
- Relative energy (zero: lowest compared OMol25 entry of this formula, charge and spin): 370.8 kcal per mole
- LUMO: 0.4 eV
- Net charge: 0

Mulliken atomic charge list, values in e, 2 entries: atom 1 (C): -0.1520, atom 2 (O): -0.4610